{"formula": "C2H9O2S", "method": "ωB97M-V/def2-TZVPD", "elements": ["C", "C", "S", "H", "H", "H", "H", "H", "H", "H", "O", "H", "H", "O"], "coordinates": [[0.53602, -1.17201, 1.23024], [-0.60603, -0.13690, 1.34833], [-0.61057, 1.10826, 0.05565], [0.70147, -1.56615, 0.21640], [1.48053, -0.67725, 1.47385], [0.45876, -2.09988, 1.80797], [-1.51924, -0.73352, 1.43637], [-0.40284, 0.32175, 2.32070], [2.33968, 0.63218, -1.67094], [1.72332, 0.92651, -0.38041], [2.62013, 0.81229, -0.77771], [-2.16019, 1.27398, -3.01229], [-1.96158, 0.59181, -1.65593], [-2.59946, 0.71893, -2.39223]], "e_above_lowest_kj_mol": 17.7, "energy_ev": -17151.6201, "total_charge": -1, "e_homo_ev": -3.170, "gap_ev": 7.19}

***

{"formula": "C2H9O3", "method": "ωB97M-V/def2-TZVPD", "elements": ["C", "O", "C", "H", "H", "H", "H", "H", "H", "H", "O", "H", "H", "O"], "coordinates": [[0.61415, -0.86342, -1.16006], [0.78195, 0.44059, -1.64672], [1.50443, -0.98608, 0.11132], [-0.41486, -1.02661, -0.84205], [1.04152, -1.62032, -1.89688], [1.72096, -2.01737, 0.41081], [2.49205, -0.51745, -0.06700], [0.97612, -0.30268, 0.78042], [-1.08312, 0.74559, 1.31371], [-1.59578, 0.23302, 2.67400], [-0.77434, 0.59582, 2.32171], [-2.56133, 0.46009, -0.11530], [0.00680, 0.92548, -1.29136], [-1.65320, 0.77024, -0.02855]], "e_above_lowest_kj_mol": 55.5, "energy_ev": -8362.7507, "total_charge": -1, "e_homo_ev": -4.096, "gap_ev": 8.49}

***

{"formula": "C2H9OS", "method": "ωB97M-V/def2-TZVPD", "elements": ["O", "H", "H", "H", "C", "S", "C", "H", "H", "H", "H", "H", "H"], "coordinates": [[-0.79766, 2.29374, -0.45609], [-0.27584, 2.89790, 0.11464], [-1.46645, 2.87607, -0.84547], [-0.70650, 0.63552, 0.04647], [1.67160, -0.48757, -0.22200], [0.06833, -0.37629, 0.60794], [-0.81058, -1.67866, -0.36129], [2.11174, -1.45590, -0.01034], [2.35517, 0.28785, 0.08339], [1.49697, -0.46587, -1.29187], [-0.32704, -2.61056, -0.09172], [-1.81140, -1.72525, 0.06711], [-0.75311, -1.45156, -1.41350]], "e_above_lowest_kj_mol": 21.7, "energy_ev": -15095.2923, "total_charge": 1, "e_homo_ev": -16.319, "gap_ev": 12.84}

***

{"formula": "C2HAlFO2", "method": "ωB97M-V/def2-TZVPD", "elements": ["O", "C", "C", "H", "F", "Al", "O"], "coordinates": [[1.02411, 0.95186, -0.09468], [0.94969, -0.00059, -0.83162], [0.15407, -1.12370, -0.86256], [0.62441, -2.06583, -0.56146], [-0.66740, -1.25861, -1.93323], [0.07450, 1.27737, 1.31504], [-0.99429, 0.04705, 1.50210]], "e_above_lowest_kj_mol": 45.9, "energy_ev": -15486.9498, "total_charge": 1, "e_homo_ev": [-15.246, -15.395], "gap_ev": [7.11, 7.19]}

***

{"formula": "C2HBF6O2", "method": "ωB97M-V/def2-TZVPD", "elements": ["B", "C", "C", "O", "O", "F", "F", "F", "F", "F", "F", "H"], "coordinates": [[0.68253, -1.07808, -0.27218], [-0.44580, 3.35254, -0.63532], [-1.47270, -0.67947, 0.65553], [1.67840, -1.52956, -0.72676], [-0.20133, -0.48007, 0.43608], [-1.12983, 2.74512, -1.54157], [4.11618, -1.62834, -0.12131], [-0.60468, 2.62815, 0.42168], [-1.84701, 0.07279, 1.70761], [-2.10274, -0.19736, -0.45785], [-1.86285, -1.91128, 0.88887], [3.18983, -1.29445, -0.35478]], "e_above_lowest_kj_mol": 325.1, "energy_ev": -23166.2401, "e_homo_ev": -11.637, "gap_ev": 11.40}

***

{"formula": "C2HBr2ClOS", "method": "ωB97M-V/def2-TZVPD", "elements": ["C", "C", "O", "S", "Cl", "Br", "Br", "H"], "coordinates": [[0.48575, -0.40607, 0.45371], [-1.80207, -0.70281, 0.62038], [0.58826, -0.18599, -0.94992], [0.71494, 1.23202, -0.23006], [2.75478, 1.65673, -0.27137], [-2.10309, -1.92069, -0.64330], [-2.18025, 1.13056, 0.13946], [1.54168, -0.80376, 0.88109]], "e_above_lowest_kj_mol": 207.8, "energy_ev": -167571.5262, "multiplicity": 3, "e_homo_ev": [-6.647, -9.193], "s2": 2.030, "gap_ev": [6.09, 7.60]}

***

{"formula": "C2HBr2FO", "method": "ωB97M-V/def2-TZVPD", "elements": ["C", "C", "O", "F", "Br", "Br", "H"], "coordinates": [[0.10177, 1.49499, 0.09411], [-0.29341, -1.56079, -0.28337], [1.23675, 1.47047, -0.10531], [-0.51422, 2.47173, 0.71502], [-0.66669, -2.32246, 1.34530], [0.96594, -2.39095, -1.28956], [-0.83013, 0.83700, -0.47618]], "e_above_lowest_kj_mol": 317.2, "energy_ev": -146936.2217, "e_homo_ev": -9.253, "gap_ev": 7.85}

***

{"formula": "C2HBr3", "method": "ωB97M-V/def2-TZVPD", "elements": ["C", "C", "Br", "Br", "Br", "H"], "coordinates": [[-0.88893, 0.27563, 0.08787], [0.15450, -0.49481, 0.10592], [-0.80253, 2.12887, -0.16542], [0.48504, -2.29161, -0.15384], [2.80057, 0.62340, -0.19875], [-1.74864, -0.24148, 0.32421]], "e_above_lowest_kj_mol": 255.4, "energy_ev": -212213.7337, "e_homo_ev": [-9.688, -9.690], "gap_ev": [6.96, 6.97]}